Record 1
This record from the OMol25 dataset describes 11 unconnected molecules or ions with the total composition C48H114Cl6O26P2 at a distorted geometry. The level of theory is ωB97M-V/def2-TZVPD.

The geometry in ORCA input format:
```
! wB97M-V def2-TZVPD RIJCOSX def2/J DEFGRID3
* xyz 0 1
C 4.00 -0.71 -4.02
O 3.51 -1.55 -5.18
P 3.65 -3.10 -4.99
O 3.04 -3.61 -3.73
O 3.04 -3.75 -6.35
C 2.98 -3.00 -7.56
O 5.19 -3.51 -5.28
C 6.18 -3.09 -4.33
H 5.01 -0.37 -4.25
H 4.06 -1.22 -3.06
H 3.34 0.10 -3.70
H 3.45 -3.69 -8.25
H 3.42 -2.00 -7.63
H 1.91 -2.84 -7.74
H 7.03 -3.77 -4.23
H 5.86 -2.82 -3.33
H 6.60 -2.22 -4.83
C 2.23 -0.87 -0.17
O 1.11 -1.45 0.51
P -0.15 -0.53 0.72
O -0.64 0.21 -0.47
O 0.20 0.39 1.96
C -0.75 1.44 2.49
O -1.34 -1.39 1.37
C -1.87 -2.49 0.77
H 2.49 -1.44 -1.06
H 3.15 -0.89 0.41
H 2.09 0.18 -0.42
H -0.79 1.51 3.58
H -1.76 1.42 2.10
H -0.49 2.43 2.14
H -1.70 -2.37 -0.30
H -2.95 -2.61 0.85
H -1.24 -3.21 1.31
C -3.51 9.73 -2.71
O -3.35 8.36 -3.13
C -4.35 7.57 -2.47
C -3.86 6.09 -2.40
O -2.72 5.92 -1.50
C -1.44 5.98 -2.11
C -0.53 5.85 -0.96
O -0.48 4.53 -0.30
C 0.15 3.55 -1.03
H -4.57 9.98 -2.81
H -2.84 10.36 -3.28
H -3.08 9.85 -1.72
H -5.32 7.57 -2.97
H -4.50 8.01 -1.48
H -3.76 5.80 -3.45
H -4.72 5.54 -2.02
H -1.34 7.02 -2.43
H -1.29 5.16 -2.81
H -0.92 6.56 -0.23
H 0.39 6.42 -1.12
H -0.22 3.49 -2.06
H 0.10 2.57 -0.56
H 1.15 3.87 -1.30
C -2.76 -6.02 0.85
O -1.93 -6.74 1.78
C -2.03 -8.18 1.66
C -0.81 -8.84 2.26
O -0.89 -8.93 3.62
C -0.58 -7.76 4.40
C -1.81 -7.09 5.01
O -2.34 -7.92 6.04
C -2.70 -9.33 5.64
H -2.18 -5.11 0.70
H -3.70 -5.78 1.36
H -3.06 -6.46 -0.10
H -2.08 -8.51 0.62
H -2.93 -8.44 2.22
H 0.16 -8.49 1.88
H -0.89 -9.89 1.99
H 0.16 -7.08 3.97
H -0.04 -8.29 5.18
H -2.59 -6.89 4.28
H -1.48 -6.16 5.47
H -3.27 -9.43 4.71
H -3.31 -9.70 6.47
H -1.76 -9.87 5.59
C -8.49 -0.49 -5.30
O -7.75 -0.76 -4.16
C -8.34 -1.80 -3.33
C -7.75 -3.15 -3.75
O -6.35 -3.02 -3.89
C -5.55 -3.65 -2.87
C -4.17 -3.48 -3.29
O -3.32 -3.90 -2.19
C -2.04 -4.23 -2.60
H -8.10 0.30 -5.94
H -9.56 -0.33 -5.18
H -8.37 -1.42 -5.87
H -9.40 -1.89 -3.57
H -8.09 -1.50 -2.31
H -8.14 -3.51 -4.70
H -8.14 -3.89 -3.05
H -5.74 -4.70 -2.64
H -5.72 -3.01 -2.01
H -3.88 -2.43 -3.39
H -3.99 -4.01 -4.22
H -1.37 -3.51 -3.06
H -2.21 -5.16 -3.14
H -1.47 -4.36 -1.68
C -4.96 0.89 -4.21
O -3.60 1.38 -3.89
C -3.15 1.56 -2.56
C -3.52 0.34 -1.69
O -4.85 0.35 -1.17
C -5.30 -0.59 -0.19
C -6.83 -0.40 0.21
O -6.95 0.88 0.82
C -8.19 0.90 1.40
H -5.69 1.04 -3.42
H -4.96 -0.14 -4.57
H -5.14 1.42 -5.14
H -3.51 2.56 -2.32
H -2.08 1.73 -2.68
H -2.85 0.45 -0.84
H -3.20 -0.66 -1.98
H -4.75 -0.58 0.75
H -5.25 -1.53 -0.75
H -7.09 -1.23 0.86
H -7.50 -0.40 -0.65
H -8.27 0.04 2.06
H -8.94 1.00 0.61
H -8.21 1.78 2.05
C 5.64 -1.07 0.00
O 5.26 -0.02 -0.83
C 6.26 0.44 -1.61
C 7.27 1.42 -0.96
O 7.34 2.60 -1.77
C 8.41 3.51 -1.39
C 9.70 2.90 -1.88
O 9.80 2.57 -3.28
C 10.99 1.88 -3.52
H 5.23 -2.00 -0.40
H 5.30 -0.85 1.01
H 6.72 -1.17 0.11
H 5.64 1.00 -2.30
H 6.80 -0.33 -2.16
H 8.16 0.82 -0.79
H 6.78 1.66 -0.02
H 8.63 3.67 -0.34
H 8.18 4.50 -1.78
H 9.65 1.88 -1.49
H 10.54 3.53 -1.61
H 10.97 1.12 -4.29
H 11.32 1.28 -2.67
H 11.83 2.55 -3.73
C 4.71 0.03 3.73
O 5.41 1.21 3.37
C 5.96 2.03 4.38
C 6.41 3.38 3.81
O 7.67 3.24 3.06
C 8.31 4.36 2.48
C 8.79 5.44 3.56
O 7.73 5.91 4.38
C 6.90 7.01 3.94
H 5.20 -0.61 4.46
H 4.43 -0.48 2.81
H 3.77 0.36 4.17
H 6.67 1.54 5.06
H 5.23 2.26 5.16
H 6.47 4.07 4.65
H 5.68 3.82 3.12
H 7.51 4.78 1.87
H 9.20 4.02 1.95
H 9.39 6.21 3.06
H 9.51 4.91 4.18
H 6.46 6.86 2.96
H 7.54 7.89 3.98
H 6.04 7.12 4.61
Cl -5.57 -6.06 3.04
C -5.92 -4.35 3.35
C -4.74 -3.42 3.53
Cl -5.48 -1.83 3.64
H -6.45 -4.36 4.30
H -6.66 -3.98 2.64
H -4.02 -3.44 2.72
H -4.26 -3.60 4.49
Cl 0.01 6.31 3.79
C 0.63 5.25 2.45
C 2.00 4.57 2.63
Cl 3.18 5.85 2.40
H 0.72 5.84 1.54
H -0.15 4.53 2.20
H 2.08 3.91 1.77
H 2.18 4.00 3.55
Cl -2.63 2.57 5.29
C -2.99 1.00 6.01
C -2.52 0.92 7.51
Cl -3.47 2.03 8.64
H -2.41 0.36 5.35
H -4.05 0.74 5.94
H -1.46 1.11 7.69
H -2.77 -0.09 7.84
*
```

Computed properties:
energy	-7296.90679	Eh
orbital gap	8.879	eV


Record 2
This record from the OMol25 dataset describes 2 unconnected molecules or ions with the total composition C4H9N2O at a distorted geometry. The level of theory is ωB97M-V/def2-TZVPD.

The geometry in ORCA input format:
```
! wB97M-V def2-TZVPD RIJCOSX def2/J DEFGRID3
* xyz 1 1
C 0.28 -1.71 -1.36
C 0.16 -0.41 -0.68
C 1.09 0.46 -0.25
N 0.45 1.64 0.04
C -0.85 1.49 -0.16
N -1.04 0.28 -0.64
H -0.66 -2.24 -1.54
H 0.86 -2.43 -0.79
H 0.76 -1.64 -2.34
H 2.12 0.29 0.00
H 0.85 2.53 0.30
H -1.60 2.22 0.09
H -1.95 -0.08 -0.88
H -0.44 -0.86 2.73
H 0.41 0.36 2.90
O -0.45 0.11 2.56
*
```

Computed properties:
energy	-342.34540	Eh
relative energy (zero: lowest compared OMol25 entry of this formula, charge and spin)	7.4	kcal/mol
orbital gap	11.204	eV


Record 3
This record from the OMol25 dataset describes 2 unconnected molecules or ions with the total composition C6H13NO at a distorted geometry. The level of theory is ωB97M-V/def2-TZVPD.

The geometry in ORCA input format:
```
! wB97M-V def2-TZVPD RIJCOSX def2/J DEFGRID3
* xyz 0 1
C 1.75 0.19 0.51
C 2.84 -0.58 -0.19
C 0.80 0.94 -0.26
N -0.27 1.57 0.47
C -1.25 0.59 1.05
C -1.48 -0.64 0.17
C -2.17 -0.36 -1.16
O 0.81 1.06 -1.49
H 1.99 0.60 1.50
H 0.87 -1.41 1.47
H 2.86 -1.63 0.09
H 3.84 -0.14 -0.03
H 2.61 -0.55 -1.27
H -0.75 2.17 -0.21
H -2.16 1.18 1.20
H -0.87 0.32 2.04
H -1.98 -1.41 0.76
H -0.48 -0.99 -0.08
H -1.47 0.20 -1.82
H -2.37 -1.29 -1.68
H -3.11 0.19 -1.06
*
```

Computed properties:
energy	-366.26896	Eh
relative energy (zero: lowest compared OMol25 entry of this formula, charge and spin)	103.5	kcal/mol
orbital gap	7.995	eV


Record 4
This record from the OMol25 dataset describes a single C24H36N4O4S molecule at a distorted geometry. The level of theory is ωB97M-V/def2-TZVPD.

The geometry in ORCA input format:
```
! wB97M-V def2-TZVPD RIJCOSX def2/J DEFGRID3
* xyz 0 1
C -7.83 -2.15 -1.66
C -6.35 -1.95 -1.33
N -6.15 -1.09 -0.17
C -6.72 -1.60 1.07
C -6.08 -2.87 1.65
C -4.76 -0.68 -0.06
C -4.54 0.41 0.99
N -3.23 1.01 0.83
C -3.05 2.29 0.50
O -3.95 3.10 0.35
C -1.61 2.70 0.34
C -1.40 4.01 0.06
N -0.20 4.58 -0.13
C -0.11 5.99 -0.43
C 0.94 3.81 -0.01
C 2.22 4.36 -0.19
C 3.34 3.57 -0.06
C 3.21 2.22 0.25
S 4.67 1.21 0.47
O 5.79 1.91 -0.12
O 4.77 0.85 1.86
N 4.25 -0.15 -0.41
C 4.35 0.11 -1.83
C 4.77 -1.40 0.11
C 6.23 -1.66 -0.26
C 6.72 -2.92 0.45
C 5.84 -4.12 0.08
C 4.38 -3.84 0.42
C 3.89 -2.59 -0.29
C 1.97 1.66 0.42
C 0.82 2.44 0.29
C -0.49 1.79 0.47
O -0.58 0.59 0.71
H -8.30 -2.84 -0.96
H -8.35 -1.20 -1.62
H -7.92 -2.57 -2.66
H -5.85 -2.93 -1.22
H -5.89 -1.43 -2.18
H -6.67 -0.80 1.80
H -7.78 -1.79 0.88
H -6.13 -3.69 0.94
H -6.61 -3.16 2.55
H -5.04 -2.70 1.91
H -4.08 -1.53 0.14
H -4.47 -0.26 -1.04
H -5.28 1.21 0.85
H -4.62 0.01 2.00
H -2.41 0.41 0.90
H -2.27 4.65 -0.03
H 0.46 6.52 0.34
H -1.11 6.41 -0.47
H 0.37 6.15 -1.40
H 2.34 5.41 -0.42
H 4.33 3.97 -0.20
H 5.37 0.34 -2.13
H 3.98 -0.75 -2.38
H 3.72 0.97 -2.05
H 4.70 -1.28 1.20
H 6.83 -0.80 0.03
H 6.31 -1.80 -1.34
H 7.76 -3.12 0.17
H 6.68 -2.77 1.53
H 6.19 -5.01 0.61
H 5.93 -4.31 -0.99
H 4.28 -3.71 1.50
H 3.76 -4.70 0.13
H 3.95 -2.74 -1.37
H 2.85 -2.38 -0.03
H 1.87 0.62 0.66
*
```

Computed properties:
energy	-1854.32902	Eh
relative energy (zero: lowest compared OMol25 entry of this formula, charge and spin)	1.7	kcal/mol
orbital gap	8.142	eV


Record 5
This record from the OMol25 dataset describes a molecular structure, C4H4N2O at a distorted geometry. The level of theory is ωB97M-V/def2-TZVPD.

The geometry in ORCA input format:
```
! wB97M-V def2-TZVPD RIJCOSX def2/J DEFGRID3
* xyz 0 1
C 1.54 -0.36 0.27
C 0.48 0.35 -0.19
C -1.50 0.02 0.03
C -0.65 1.36 -0.04
N 0.90 -1.66 0.15
N -0.44 -0.69 -0.35
O -2.62 -0.30 0.28
H 2.55 -0.28 0.43
H -0.77 1.82 0.85
H -0.80 1.95 -0.83
H 1.31 -2.20 -0.61
*
```

Computed properties:
energy	-339.37542	Eh
relative energy (zero: lowest compared OMol25 entry of this formula, charge and spin)	129.4	kcal/mol
orbital gap	8.839	eV


Record 6
This record from the OMol25 dataset describes 3 unconnected molecules or ions with the total composition C10H18BF2O7 at a distorted geometry. The level of theory is ωB97M-V/def2-TZVPD.

The geometry in ORCA input format:
```
! wB97M-V def2-TZVPD RIJCOSX def2/J DEFGRID3
* xyz -1 1
C -0.26 -0.39 6.90
C -1.70 -0.21 6.42
C -1.88 -0.64 4.95
C -1.09 0.21 3.94
B 0.14 -0.58 3.24
O 0.93 0.31 2.31
H -0.02 -1.45 7.01
H -0.08 0.09 7.86
H 0.44 0.01 6.17
H -2.37 -0.80 7.06
H -2.00 0.83 6.54
H -2.96 -0.65 4.72
H -1.58 -1.69 4.87
H -1.77 0.61 3.17
H -0.72 1.12 4.47
H -0.29 -1.50 2.53
H 0.87 -1.08 4.12
H 1.41 0.98 2.83
C 1.17 -0.02 -0.61
C 1.13 -1.09 -1.68
O 0.86 -0.37 -2.87
C 1.09 0.96 -2.65
O 1.04 1.77 -3.52
O 1.41 1.18 -1.38
F 0.12 -1.98 -1.48
H 0.20 0.06 -0.11
H 1.92 -0.12 0.16
H 2.06 -1.65 -1.82
C 0.28 0.84 -6.36
C 0.23 -0.36 -7.29
O -0.06 0.21 -8.54
C 0.17 1.56 -8.50
O 0.07 2.27 -9.43
O 0.50 1.94 -7.25
F -0.79 -1.21 -6.95
H -0.70 0.96 -5.88
H 1.06 0.83 -5.61
H 1.15 -0.94 -7.36
*
```

Computed properties:
energy	-1143.20037	Eh
relative energy (zero: lowest compared OMol25 entry of this formula, charge and spin)	0.0	kcal/mol
orbital gap	6.849	eV


Record 7
This record from the OMol25 dataset describes a single C3H6INOS molecule at a distorted geometry. The level of theory is ωB97M-V/def2-TZVPD.

The geometry in ORCA input format:
```
! wB97M-V def2-TZVPD RIJCOSX def2/J DEFGRID3
* xyz 0 1
C 0.08 0.99 0.80
C -0.13 -0.57 -1.00
C 0.85 0.39 -0.24
N -1.64 -0.79 0.84
O -0.79 -1.44 -0.01
S 2.39 -0.49 0.24
I -3.25 0.17 -0.16
H 0.34 0.79 1.89
H -0.51 1.86 0.56
H -0.73 0.18 -1.48
H 0.43 -1.12 -1.67
H 1.17 1.23 -0.82
H 1.79 -1.22 1.03
*
```

Computed properties:
energy	-943.57550	Eh
relative energy (zero: lowest compared OMol25 entry of this formula, charge and spin)	133.5	kcal/mol
orbital gap (alpha / beta)	7.873 / 8.503	eV


Record 8
This record from the OMol25 dataset describes a molecular structure, C17H21I2LiNO2 at a distorted geometry. The level of theory is ωB97M-V/def2-TZVPD.

The geometry in ORCA input format:
```
! wB97M-V def2-TZVPD RIJCOSX def2/J DEFGRID3
* xyz 1 1
C 5.19 -1.86 0.77
C 5.93 -0.92 -0.36
C 4.91 -0.10 -1.35
C 3.35 -0.04 -0.86
C 3.18 1.12 0.31
C 1.73 1.89 0.06
C 0.60 0.97 0.86
C -0.89 1.48 0.34
C -1.69 0.17 -0.23
C -3.15 -0.11 0.47
C -3.43 -0.23 2.10
I -1.82 -0.04 3.56
C -4.99 -0.55 2.62
I -5.41 -0.70 4.80
C -6.26 -0.76 1.57
C -5.99 -0.65 -0.04
C -4.45 -0.32 -0.52
C -4.62 -0.32 -2.15
O -3.86 0.18 -3.13
N -5.94 -0.99 -2.49
C -6.96 -0.82 -1.35
O -8.29 -0.80 -1.46
H 6.02 -2.63 1.15
H 4.31 -2.52 0.35
H 4.90 -1.20 1.69
H 6.59 -1.62 -1.04
H 6.60 -0.15 0.22
H 4.95 -0.57 -2.43
H 5.31 1.02 -1.41
H 2.73 0.36 -1.80
H 2.88 -1.07 -0.58
H 4.07 1.88 0.34
H 3.10 0.58 1.35
H 1.71 2.99 0.46
H 1.40 1.92 -1.06
H 0.84 -0.14 0.58
H 0.76 1.08 2.02
H -1.51 1.99 1.21
H -0.77 2.29 -0.52
H -1.90 0.38 -1.39
H -1.07 -0.84 -0.21
H -7.33 -1.01 1.97
H -5.70 -2.00 -2.40
Li 5.01 2.66 -2.03
*
```

Computed properties:
energy	-1467.79196	Eh
orbital gap	5.641	eV